1.
Here is a structure of composition C25H25IN3O4STeW at a distorted geometry from OMol25. Energies are from ωB97M-V with the def2-TZVPD basis set.

CARTESIAN COORDINATES (ANGSTROEM)
1 W -0.627 -0.242 0.774
2 C -3.552 0.584 -0.853
3 C -2.690 -0.602 -0.537
4 C -3.084 -1.545 0.431
5 C -2.562 -2.833 0.441
6 C -1.594 -3.218 -0.489
7 C -1.081 -2.266 -1.345
8 C -1.583 -0.946 -1.351
9 H -3.001 1.366 -1.372
10 H -4.019 0.996 0.040
11 H -4.352 0.241 -1.514
12 H -3.889 -1.287 1.109
13 H -2.914 -3.537 1.183
14 H -1.207 -4.226 -0.494
15 H -0.278 -2.509 -2.029
16 H -1.259 -0.249 -2.112
17 C 0.939 -2.873 -5.558
18 C 1.292 -2.097 -4.322
19 C 2.122 -2.639 -3.343
20 C 2.449 -1.924 -2.201
21 C 1.946 -0.641 -2.041
22 C 1.139 -0.064 -3.012
23 C 0.804 -0.801 -4.136
24 S 2.477 0.305 -0.655
25 O 2.502 1.681 -1.059
26 O 3.658 -0.301 -0.126
27 N 1.282 0.099 0.509
28 C 1.749 -0.409 1.809
29 C 0.954 -1.664 2.309
30 O 1.268 -2.187 3.333
31 O -0.001 -2.023 1.462
32 H 1.536 -3.779 -5.642
33 H 1.099 -2.272 -6.453
34 H -0.114 -3.162 -5.545
35 H 2.535 -3.631 -3.482
36 H 3.108 -2.347 -1.457
37 H 0.793 0.956 -2.912
38 H 0.182 -0.351 -4.901
39 H 1.801 0.354 2.581
40 H 2.749 -0.831 1.679
41 I -0.211 5.623 -1.715
42 C -0.863 4.013 -0.625
43 C -1.950 3.944 0.221
44 N -1.993 2.697 0.703
45 N -0.977 1.940 0.239
46 C -0.284 2.743 -0.575
47 H -2.677 4.683 0.512
48 H -2.552 2.320 1.464
49 H 0.624 2.426 -1.062
50 Te -2.041 0.395 3.080
51 C -0.266 1.249 3.867
52 C 0.217 2.483 3.434
53 C 1.413 2.971 3.938
54 C 2.121 2.240 4.883
55 C 1.633 1.020 5.327
56 C 0.442 0.519 4.819
57 H -0.328 3.062 2.700
58 H 1.793 3.924 3.594
59 H 3.054 2.623 5.273
60 H 2.183 0.446 6.060
61 H 0.083 -0.447 5.143

- ΔE to the lowest compared entry with this formula, charge and spin (eV) = 0.981
- LUMO energy (alpha / beta) (eV) = -4.71 / -4.64
- HOMO level (alpha / beta) (eV) = -10.797 / -11.402
- total charge = +1
- orbital gap (alpha / beta) (eV) = 6.08 / 6.76
- electronic energy (Ha) = -2463.61413
- 2S+1 = 3
- molar mass (g/mol) = 901.903



2.
Here is a structure of composition C6H77ClO33Si2 at a distorted geometry from OMol25. Energies are from ωB97M-V with the def2-TZVPD basis set.

CARTESIAN COORDINATES (ANGSTROEM)
1 C -3.193 3.905 0.821
2 C -2.310 3.995 -0.456
3 O -1.065 4.634 -0.102
4 C -1.940 2.620 -1.084
5 O -2.639 1.506 -0.538
6 Si -1.835 0.062 -0.954
7 O -0.400 -0.208 -0.083
8 Si -0.481 0.240 1.568
9 C 1.344 0.370 2.170
10 C 2.169 0.780 0.914
11 C 3.683 1.029 1.241
12 Cl 1.462 2.375 0.340
13 H -3.702 4.879 0.938
14 H -2.601 3.758 1.736
15 H -3.992 3.154 0.756
16 H -2.744 4.637 -1.235
17 H -0.714 4.090 0.606
18 H -0.840 2.524 -0.978
19 H -2.132 2.649 -2.177
20 H -1.493 -0.033 -2.379
21 H -2.762 -1.034 -0.666
22 H -1.093 1.550 1.817
23 H -1.177 -0.770 2.388
24 H 1.424 1.108 2.980
25 H 1.672 -0.618 2.565
26 H 2.150 0.005 0.141
27 H 3.747 1.399 2.268
28 H 4.002 1.823 0.544
29 H 4.283 0.134 1.047
30 O -4.344 -2.500 -0.013
31 H -4.891 -1.703 0.049
32 H -4.593 -2.888 -0.862
33 O -4.501 2.441 -3.910
34 H -4.268 3.332 -4.186
35 H -3.893 2.250 -3.188
36 O -4.963 -3.363 -3.132
37 H -4.384 -3.665 -3.837
38 H -5.837 -3.566 -3.461
39 O -2.232 -4.454 1.446
40 H -2.579 -3.661 1.014
41 H -2.967 -5.074 1.413
42 O -2.268 -2.765 -2.295
43 H -2.037 -3.663 -2.030
44 H -3.179 -2.830 -2.601
45 O -5.474 -0.588 1.126
46 H -5.669 0.183 0.577
47 H -4.790 -0.285 1.730
48 O 2.423 0.210 5.052
49 H 2.808 -0.532 4.580
50 H 1.529 -0.082 5.259
51 O -0.821 -5.198 -1.718
52 H -0.492 -5.893 -1.132
53 H -0.031 -4.707 -1.966
54 O 6.177 1.739 2.542
55 H 6.421 2.630 2.267
56 H 6.740 1.567 3.304
57 O -5.769 -5.133 0.107
58 H -6.113 -4.236 0.134
59 H -4.962 -5.055 -0.406
60 O 1.169 -5.535 0.804
61 H 1.384 -4.917 0.101
62 H 0.251 -5.329 1.030
63 O -1.992 7.241 2.090
64 H -1.697 6.439 1.645
65 H -2.920 7.074 2.270
66 O 8.418 0.672 1.039
67 H 8.335 -0.135 0.520
68 H 7.537 0.807 1.415
69 O -0.155 0.366 7.082
70 H 0.033 0.653 7.982
71 H -0.417 -0.554 7.182
72 O 1.314 5.969 -1.256
73 H 1.062 6.786 -1.692
74 H 0.513 5.429 -1.275
75 O 1.284 -2.616 3.477
76 H 1.868 -2.869 2.754
77 H 0.406 -2.863 3.166
78 O 3.372 5.154 -1.764
79 H 3.298 4.348 -2.282
80 H 2.491 5.270 -1.385
81 O -5.665 -3.843 -5.650
82 H -5.984 -3.046 -6.087
83 H -6.411 -4.450 -5.694
84 O 3.561 4.339 -4.944
85 H 3.430 5.069 -5.555
86 H 4.190 4.684 -4.302
87 O -3.647 -0.059 -5.525
88 H -3.986 0.843 -5.481
89 H -2.852 0.022 -6.056
90 O -1.669 1.838 -4.927
91 H -1.298 1.126 -4.393
92 H -0.902 2.350 -5.205
93 O 0.089 -7.263 -3.408
94 H -0.438 -6.456 -3.387
95 H -0.138 -7.674 -4.250
96 O -5.776 1.623 -1.108
97 H -4.855 1.417 -0.895
98 H -5.817 1.514 -2.066
99 O 3.942 -0.694 -1.431
100 H 3.319 -1.328 -1.801
101 H 3.997 -0.001 -2.098
102 O -2.265 -8.786 -4.400
103 H -2.117 -8.461 -3.505
104 H -2.585 -9.683 -4.275
105 O -1.539 3.331 7.499
106 H -1.149 2.588 7.023
107 H -2.431 3.036 7.699
108 O 9.507 -1.939 0.931
109 H 9.906 -2.641 1.449
110 H 10.253 -1.396 0.673
111 O 6.760 -1.256 -2.507
112 H 6.910 -0.589 -3.182
113 H 5.846 -1.113 -2.226
114 O -1.970 5.628 9.715
115 H -1.582 4.885 9.237
116 H -2.861 5.337 9.919
117 O 12.000 -1.376 2.257
118 H 12.243 -0.485 1.987
119 H 12.564 -1.553 3.015

- LUMO energy (eV) = -0.36
- HOMO level (eV) = -9.922
- total charge = 0
- orbital gap (eV) = 9.56
- electronic energy (Ha) = -3796.91880
- molar mass (g/mol) = 769.274



3.
Here is a cluster of 2 separate species, C5H13NS in total at a distorted geometry from OMol25. Energies are from ωB97M-V with the def2-TZVPD basis set.

CARTESIAN COORDINATES (ANGSTROEM)
1 C 0.594 -2.257 0.718
2 C 1.057 -1.060 0.228
3 N 1.122 -0.711 -1.114
4 C 2.272 0.043 -1.670
5 H 0.236 -3.056 0.050
6 H 0.432 -2.439 1.766
7 H 1.259 -0.236 0.934
8 H 0.928 -1.503 -1.732
9 H 2.021 0.371 -2.686
10 H 2.284 0.990 -1.127
11 H 3.216 -0.543 -1.639
12 C -2.358 0.771 1.775
13 S -0.932 1.849 1.442
14 C -0.968 1.608 -0.385
15 H -2.205 -0.261 1.405
16 H -3.339 1.168 1.346
17 H -2.507 0.691 2.887
18 H -0.091 1.898 -0.915
19 H -1.117 0.554 -0.536
20 H -1.905 2.124 -0.745

- ΔE to the lowest compared entry with this formula, charge and spin (eV) = 1.439
- SMILES = C=CNC.CSC
- LUMO energy (eV) = 0.95
- HOMO level (eV) = -8.077
- total charge = 0
- orbital gap (eV) = 9.03
- electronic energy (Ha) = -651.19109
- molar mass (g/mol) = 119.233